1.
ORCA calculation (the ωB97M-V functional and the def2-TZVPD basis) on C26H50GdP2Si as an isolated structure in a non-equilibrium geometry.

Properties
Lowest unoccupied orbital energy (spin up / spin down) in Ha: -0.084 / -0.159
Total energy in eV: -75051.7426
2S+1: 8
Charge: +1
HOMO energy (spin up / spin down) in eV: -8.49 / -10.34
<S²>: 15.807

Each line ends with the Löwdin charge.
Positions of all 80 atoms, in Å:
Gd: 0.12 -0.29 1.70  1.046
P: 1.73 0.50 -0.42  0.759
P: -1.44 -0.23 -0.53  0.742
Si: -0.68 2.41 2.50  0.557
C: -0.06 3.74 1.30  -0.228
C: -2.58 2.40 2.58  -0.206
C: -0.63 -1.46 3.88  -0.328
C: 1.38 -0.35 5.07  -0.022
C: 1.63 0.87 -3.91  -0.145
C: 0.94 2.06 -4.49  -0.170
C: -0.51 1.86 -5.00  -0.178
C: -1.59 -0.23 -4.06  -0.141
C: 1.47 -1.95 3.03  -0.355
C: -2.96 0.60 -1.05  -0.256
C: -0.95 -1.19 -5.04  -0.176
C: -0.79 -2.37 2.78  -0.352
C: 2.74 -0.82 -1.20  -0.267
C: 1.30 -0.42 -4.14  -0.125
C: 0.82 -3.70 1.22  -0.041
C: 0.54 -0.92 -5.33  -0.179
C: 0.77 -1.21 4.04  -0.322
C: -1.43 1.11 -4.09  -0.118
C: 2.94 -1.95 2.82  -0.045
C: -1.33 -1.88 -1.31  -0.251
C: -0.03 2.83 4.23  -0.218
C: -2.08 -2.96 2.32  -0.043
C: 0.04 0.61 -1.33  -0.503
C: 0.51 -2.69 2.27  -0.357
C: 2.64 2.01 -0.81  -0.269
C: -1.72 -0.87 4.70  -0.026
H: -0.20 3.89 4.48  0.051
H: -0.66 -2.54 -0.74  0.016
H: -2.68 -1.34 4.48  0.083
H: -2.90 0.93 -2.09  0.006
H: 1.09 -0.66 6.09  0.102
H: 1.07 0.70 4.95  0.040
H: -2.05 -3.24 1.26  0.062
H: -0.20 1.66 -1.54  0.055
H: 0.64 -0.24 -6.19  0.110
H: 1.00 3.94 1.47  0.029
H: 2.61 2.26 -1.88  0.024
H: 2.48 -0.37 5.00  0.083
H: -0.51 2.21 5.01  0.029
H: 3.05 -0.58 -2.23  0.024
H: -2.16 1.76 -3.60  0.100
H: 2.22 -1.78 -1.20  0.041
H: 3.38 -0.97 3.04  0.078
H: -1.06 -2.21 -4.66  0.107
H: -2.91 -2.25 2.45  0.078
H: 3.45 -2.68 3.48  0.100
H: 2.56 1.11 -3.37  0.087
H: -2.95 1.49 3.07  0.020
H: -1.50 -0.98 5.77  0.097
H: 1.67 -3.40 0.59  0.067
H: 1.06 2.64 4.28  0.027
H: -3.80 -0.10 -0.96  0.065
H: -0.18 3.43 0.26  0.007
H: 3.66 -0.94 -0.60  0.053
H: 3.68 1.86 -0.52  0.061
H: 3.21 -2.21 1.78  0.067
H: -0.04 -3.90 0.57  0.058
H: -0.94 2.86 -5.13  0.118
H: -1.83 0.21 4.50  0.050
H: -2.32 -2.34 -1.34  0.063
H: 1.09 -4.65 1.70  0.103
H: -3.15 1.46 -0.40  0.030
H: 0.14 0.12 -2.30  -0.018
H: -0.94 -1.81 -2.34  0.020
H: -0.48 1.41 -6.01  0.111
H: 1.54 2.45 -5.34  0.128
H: -2.39 -0.67 -3.45  0.096
H: -2.33 -3.87 2.90  0.101
H: 0.94 2.89 -3.76  0.111
H: 2.24 2.85 -0.23  0.023
H: -2.93 3.27 3.17  0.051
H: -3.03 2.45 1.58  0.011
H: 1.73 -1.23 -3.53  0.094
H: -1.50 -1.18 -5.99  0.127
H: 0.99 -1.87 -5.65  0.122
H: -0.62 4.68 1.45  0.046

2.
ORCA calculation (the ωB97M-V functional and the def2-TZVPD basis) on a 7-piece molecular cluster, C26H51BrNO8 overall.

Properties
Lowest unoccupied orbital energy in Ha: -0.086
Total energy in eV: -115694.5687
ΔE to the lowest compared entry with this formula, charge and spin in eV: 0.238
Charge: +1
HOMO energy in eV: -10.89

Each line ends with the Löwdin charge.
Positions of all 87 atoms, in Å:
Br: -5.48 3.25 0.04  0.811
O: -7.19 -0.50 1.43  -0.078
O: -1.98 0.52 2.01  0.033
O: 2.66 1.02 -3.85  0.062
O: 5.48 -1.60 0.87  0.053
O: -0.92 0.22 -5.33  0.061
O: 0.11 -3.12 -0.80  0.030
O: -5.06 1.46 -2.00  0.063
O: 6.12 2.27 3.34  0.049
N: -4.05 -0.72 -0.30  -0.217
C: -4.50 0.61 0.21  -0.160
C: 6.19 3.43 3.66  -0.482
C: 0.46 -4.19 -0.35  -0.502
C: 5.54 -0.42 1.16  -0.495
C: 6.82 0.36 0.95  -0.019
C: -5.08 -1.48 -1.12  -0.092
C: 2.80 -0.12 -1.77  -0.020
C: 0.76 -5.36 -1.24  -0.014
C: -2.96 -2.59 0.90  0.102
C: -2.81 -0.54 -1.14  0.044
C: 4.33 0.29 1.71  -0.035
C: 5.00 4.16 4.25  -0.018
C: 0.24 2.30 -5.30  -0.025
C: -0.94 1.40 -5.06  -0.498
C: 2.44 0.01 -3.24  -0.490
C: -3.72 -1.51 0.91  -0.133
C: -2.17 2.02 -4.45  -0.029
C: 7.46 4.22 3.50  -0.014
C: 0.63 -4.39 1.14  -0.017
C: -1.11 0.92 2.77  -0.464
C: -1.43 1.80 3.94  -0.006
C: -6.31 -1.93 -0.35  -0.125
C: 0.33 0.51 2.58  -0.009
C: 1.82 -1.21 -3.88  -0.017
C: -4.97 1.60 -0.83  -0.809
C: -7.30 -0.82 0.03  -0.215
H: -3.66 1.05 0.75  0.114
H: 1.66 -4.68 1.36  0.094
H: 0.39 -3.47 1.67  0.073
H: 1.06 1.72 -5.72  0.075
H: -2.52 -1.50 -1.57  0.107
H: 0.95 1.40 2.45  0.092
H: -3.02 0.16 -1.95  0.095
H: 7.28 5.08 2.84  0.089
H: 7.79 4.60 4.46  0.090
H: 4.74 5.02 3.62  0.087
H: -4.14 -1.10 1.83  0.135
H: -5.30 0.48 0.94  0.113
H: 0.41 -0.12 1.69  0.077
H: -1.93 2.44 -3.46  0.081
H: 4.53 0.69 2.70  0.061
H: 0.68 -0.04 3.45  0.097
H: -2.29 -2.87 0.09  0.063
H: 8.23 3.59 3.07  0.084
H: 0.61 -5.09 -2.28  0.084
H: 6.64 1.19 0.27  0.089
H: -7.97 -0.82 1.90  0.101
H: 5.25 4.54 5.24  0.089
H: -2.96 -3.20 1.79  0.091
H: -8.32 -1.10 -0.22  0.129
H: 4.04 1.11 1.05  0.077
H: 2.50 -2.05 -3.79  0.088
H: 3.50 -0.93 -1.62  0.089
H: -4.54 -2.36 -1.49  0.139
H: 1.61 -1.02 -4.93  0.078
H: 3.25 0.81 -1.44  0.074
H: 4.15 3.49 4.32  0.077
H: 0.58 2.73 -4.35  0.085
H: -2.56 2.83 -5.07  0.088
H: -2.49 2.01 3.98  0.085
H: 1.90 -0.32 -1.19  0.076
H: 1.79 -5.68 -1.09  0.094
H: -6.83 -2.64 -1.00  0.130
H: -5.36 -0.88 -1.98  0.135
H: 0.89 -1.47 -3.37  0.076
H: 7.56 -0.31 0.53  0.083
H: -0.02 3.11 -5.97  0.091
H: 7.18 0.77 1.89  0.063
H: -1.13 1.31 4.87  0.095
H: -0.02 -5.20 1.48  0.089
H: -2.03 -0.14 -0.50  0.112
H: 3.51 -0.43 1.76  0.069
H: 0.11 -6.20 -0.98  0.090
H: -2.94 1.25 -4.34  0.069
H: -7.06 0.11 -0.50  0.104
H: -0.88 2.74 3.86  0.094
H: -6.04 -2.49 0.55  0.117

3.
ORCA calculation (the ωB97M-V functional and the def2-TZVPD basis) on a 7-piece molecular cluster, C26H52BF7O10P3 overall in a non-equilibrium geometry.

Properties
Lowest unoccupied orbital energy in Ha: 0.075
Total energy in eV: -95844.7482
Charge: -1
HOMO energy in eV: -3.67

Each line ends with the Löwdin charge.
Positions of all 99 atoms, in Å:
P: 1.35 -1.06 1.47  0.510
P: 3.60 -1.07 1.35  0.799
P: 0.07 2.87 0.12  0.781
F: -2.51 -2.54 2.21  0.030
F: -1.23 -2.04 3.95  0.078
F: -1.12 -0.03 2.09  -0.022
F: -1.25 -1.52 0.38  -0.011
F: -0.30 -4.15 1.02  0.074
F: 0.57 -4.19 3.13  0.116
F: -1.62 -4.79 2.69  0.076
O: -1.39 -5.99 -3.32  0.056
O: -2.10 1.21 -2.50  0.040
O: 1.30 0.70 1.48  -0.353
O: 0.89 4.04 0.73  -0.537
O: 1.25 1.76 -7.97  0.054
O: 0.14 3.48 6.04  0.043
O: 2.95 2.24 9.58  0.062
O: -3.15 1.06 -6.95  0.051
O: 2.77 -1.70 3.92  -0.083
O: 1.10 -1.10 -0.27  -0.361
C: -3.99 0.39 -1.32  -0.021
C: -1.64 2.78 -7.57  -0.029
C: 1.35 1.85 11.29  -0.036
C: -3.76 0.22 -3.88  -0.025
C: 1.78 2.26 9.91  -0.505
C: 1.21 1.34 0.21  -0.434
C: 1.53 0.60 -8.17  -0.493
C: -1.65 4.85 5.29  -0.026
C: -0.40 -7.84 -2.21  -0.031
C: 0.54 -0.50 -7.86  -0.010
C: -0.23 4.34 5.27  -0.488
C: -1.13 -2.42 2.59  -0.216
C: 4.24 -0.19 -0.17  -0.374
C: 0.70 2.68 8.94  -0.030
C: -3.82 2.32 -8.84  -0.027
C: -1.64 -5.97 -0.96  -0.022
C: -0.56 -1.29 1.62  -0.319
C: -3.18 0.66 -2.56  -0.493
C: 4.15 -2.90 1.20  -0.341
C: 1.08 0.25 4.37  -0.054
C: 2.87 0.19 -8.72  -0.027
C: 1.01 0.21 -0.91  -0.203
C: -1.17 -6.55 -2.26  -0.502
C: -2.89 1.96 -7.71  -0.494
C: 0.70 4.93 4.25  -0.015
C: -0.56 -3.90 2.38  -0.341
B: 1.73 -0.83 3.36  -0.571
H: 3.68 -3.40 0.30  0.029
H: 0.00 1.86 8.78  0.092
H: 3.48 1.08 -8.89  0.081
H: 5.29 -2.91 1.19  0.024
H: 0.96 -1.18 -7.11  0.093
H: 1.73 0.23 -1.80  0.113
H: -1.89 3.83 -7.40  0.089
H: 1.16 2.94 7.98  0.059
H: -2.32 -6.67 -0.47  0.089
H: -4.69 1.65 -8.83  0.080
H: -1.66 5.92 5.51  0.080
H: -4.95 0.91 -1.38  0.081
H: -1.03 2.68 -8.47  0.076
H: 0.18 3.55 9.33  0.086
H: 3.81 -3.47 2.13  0.029
H: -0.79 -5.75 -0.31  0.067
H: 1.57 -2.51 1.42  0.013
H: -1.12 2.58 0.89  0.015
H: 0.51 -7.71 -1.61  0.085
H: -1.06 2.42 -6.72  0.083
H: 2.22 1.84 0.01  0.104
H: -2.21 4.33 6.08  0.079
H: -4.71 0.73 -4.06  0.086
H: 5.34 -0.50 -0.32  0.028
H: -4.15 -0.68 -1.20  0.088
H: 4.25 0.94 -0.07  0.029
H: 0.85 2.69 11.78  0.080
H: 0.31 -1.05 -8.77  0.087
H: 0.39 1.02 3.91  0.053
H: 0.32 4.74 3.24  0.068
H: -3.45 0.76 -0.45  0.077
H: -0.38 -0.06 -7.47  0.072
H: 1.68 4.47 4.34  0.089
H: -1.03 -8.63 -1.77  0.081
H: 1.93 0.75 4.96  0.079
H: 2.23 1.57 11.88  0.078
H: 0.68 0.99 11.24  0.082
H: -0.08 0.28 -1.23  0.090
H: 2.74 -0.33 -9.67  0.083
H: -3.07 0.47 -4.68  0.055
H: -2.18 -5.03 -1.15  0.090
H: 0.80 6.00 4.41  0.083
H: -4.18 3.34 -8.73  0.083
H: -2.13 4.65 4.34  0.084
H: -3.91 -0.86 -3.88  0.090
H: -0.12 -8.14 -3.22  0.078
H: 0.48 -0.33 5.15  0.073
H: -3.31 2.20 -9.80  0.083
H: 3.41 -1.07 4.29  0.081
H: -0.25 3.21 -1.25  0.016
H: 3.39 -0.46 -8.00  0.087
H: 3.71 -0.49 -1.15  0.024

4.
ORCA calculation (the ωB97M-V functional and the def2-TZVPD basis) on a 3-piece molecular cluster, C26H52BrN2O3 overall in a non-equilibrium geometry.

Properties
Lowest unoccupied orbital energy in Ha: -0.172
Total energy in eV: -106962.4202
Charge: +1
HOMO energy in eV: -10.91

Each line ends with the Löwdin charge.
Positions of all 84 atoms, in Å:
Br: 4.77 -2.14 -8.47  0.670
O: -1.67 7.70 -1.85  -0.172
O: -1.42 -4.98 4.14  -0.175
O: -2.30 3.37 -0.10  -0.180
N: 3.80 -2.48 -0.96  -0.081
N: 3.36 -2.68 -2.20  0.215
C: 1.99 -2.44 2.12  -0.183
C: 3.26 -2.16 -4.53  -0.132
C: -1.23 9.02 -2.13  -0.283
C: 3.20 -3.33 0.09  -0.080
C: -2.21 10.10 -1.71  -0.078
C: -0.91 -0.89 1.04  -0.218
C: -1.98 -7.23 4.96  -0.075
C: -2.37 -0.93 0.57  -0.198
C: -3.29 0.03 1.35  -0.200
C: -2.83 7.35 -3.99  -0.078
C: -2.06 2.15 0.58  -0.262
C: -1.13 -3.99 6.38  -0.073
C: -0.60 -2.03 2.02  -0.212
C: -2.04 -4.27 5.19  -0.280
C: 3.81 -1.90 -3.15  -0.205
C: 0.71 -1.87 2.78  -0.172
C: 4.67 -1.54 -0.65  0.017
C: -2.88 7.30 -2.48  -0.280
C: 4.74 -0.86 -2.92  0.069
C: 1.91 -2.69 0.62  -0.170
C: 3.53 -2.05 -6.99  -0.640
C: -3.38 1.44 0.77  -0.177
C: 5.18 -0.68 -1.62  0.040
C: -1.15 4.16 -0.24  -0.114
C: -0.92 -6.27 4.47  -0.284
C: 4.28 -2.08 -5.66  -0.296
H: 1.07 -3.32 0.34  0.114
H: 3.02 -1.10 -7.10  0.062
H: 2.80 -2.84 -7.07  0.068
H: -3.05 6.28 -2.15  0.112
H: -0.37 3.90 0.48  0.081
H: -1.35 1.55 -0.01  0.114
H: 4.97 -1.46 0.38  0.152
H: -2.95 -4.78 5.52  0.110
H: 4.89 -1.18 -5.64  0.094
H: 1.76 -1.73 0.12  0.108
H: -0.72 4.05 -1.24  0.086
H: -2.43 10.02 -0.64  0.082
H: -4.29 -0.38 1.33  0.109
H: -2.43 -0.65 -0.48  0.110
H: 3.94 -3.38 0.88  0.124
H: -2.98 0.07 2.40  0.113
H: 0.84 -0.82 3.04  0.110
H: -1.66 -3.39 7.12  0.081
H: 0.59 -2.39 3.73  0.096
H: 4.95 -2.94 -5.66  0.112
H: 2.43 -1.49 -4.71  0.137
H: -0.30 9.13 -1.56  0.117
H: -0.69 0.04 1.54  0.099
H: -0.49 -6.65 3.54  0.115
H: -3.72 7.90 -2.10  0.109
H: 2.28 -3.36 2.62  0.115
H: -3.95 2.05 1.47  0.120
H: 5.08 -0.23 -3.71  0.129
H: -0.70 -3.00 1.53  0.110
H: -3.94 1.45 -0.16  0.121
H: -0.27 -0.97 0.16  0.094
H: -0.24 -3.44 6.06  0.070
H: -1.54 -8.22 5.14  0.079
H: 2.84 -3.16 -4.53  0.128
H: -0.97 9.12 -3.19  0.107
H: -2.36 -3.32 4.75  0.108
H: -2.43 -6.90 5.90  0.068
H: 3.04 -4.31 -0.34  0.134
H: -2.01 6.72 -4.37  0.080
H: -0.10 -6.19 5.19  0.107
H: -2.78 -7.34 4.23  0.083
H: 5.89 0.08 -1.36  0.132
H: -0.80 -4.91 6.87  0.069
H: -1.40 -2.00 2.76  0.106
H: -3.77 6.98 -4.41  0.078
H: -2.67 8.36 -4.37  0.066
H: -1.38 5.21 -0.11  0.082
H: -3.15 10.04 -2.26  0.067
H: 2.80 -1.71 2.28  0.107
H: -1.60 2.36 1.55  0.127
H: -2.76 -1.94 0.68  0.108
H: -1.78 11.08 -1.90  0.078

5.
ORCA calculation (the ωB97M-V functional and the def2-TZVPD basis) on C26H52Cl2HoN3O4Si2 as an isolated structure in a non-equilibrium geometry.

Properties
Lowest unoccupied orbital energy (spin up / spin down) in Ha: 0.016 / -0.010
Total energy in eV: -107070.4414
2S+1: 5
HOMO energy (spin up / spin down) in eV: -5.58 / -4.25
<S²>: 6.061

Each line ends with the Löwdin charge.
Positions of all 90 atoms, in Å:
Ho: 2.79 0.37 1.95  0.517
Cl: 1.07 -0.61 0.61  0.074
Cl: 4.48 2.25 2.15  -0.225
Si: -3.21 1.32 0.02  0.401
Si: -1.38 3.23 -1.45  0.295
O: 1.30 1.84 2.64  -0.216
O: -2.15 1.87 -1.15  -0.273
O: 4.08 -0.42 0.33  -0.233
O: 2.52 -1.12 3.59  -0.175
N: 1.01 3.53 4.14  -0.165
N: 3.75 -1.22 -1.78  -0.163
N: 1.19 -2.88 4.18  -0.172
C: -3.89 -0.37 -0.36  -0.159
C: 0.07 -2.98 -1.45  -0.094
C: 0.13 -2.16 -4.37  -0.124
C: -1.86 3.84 -3.14  -0.158
C: 2.28 -3.55 4.88  -0.022
C: -0.99 -1.50 -3.90  -0.291
C: 0.48 -3.86 -0.45  -0.108
C: 4.22 -1.32 -0.54  -0.276
C: -1.85 4.64 -0.28  -0.153
C: 0.46 2.90 -1.29  -0.139
C: -2.21 1.14 1.60  -0.148
C: -0.47 -4.59 0.27  -0.111
C: 2.36 3.40 4.68  -0.038
C: -2.25 -3.56 -1.00  -0.053
C: -1.84 -4.42 0.00  -0.092
C: 3.72 -2.40 -2.63  -0.037
C: 0.60 2.77 3.14  -0.259
C: -1.30 -2.84 -1.78  -0.217
C: 3.15 0.01 -2.30  -0.029
C: -4.66 2.53 0.06  -0.162
C: -1.54 -0.31 -4.67  -0.043
C: 0.01 -3.67 3.81  -0.021
C: 0.13 4.55 4.71  -0.038
C: 0.84 -1.74 -5.59  -0.111
C: -1.76 -1.98 -2.83  -0.013
C: 1.37 -1.68 3.68  -0.310
H: 1.17 -0.69 -5.52  0.074
H: -2.24 0.25 -4.03  0.071
H: 1.85 -4.44 5.36  0.086
H: 2.42 4.05 5.55  0.087
H: 0.80 -2.35 -1.97  0.065
H: -4.75 3.05 1.03  0.034
H: 2.71 -2.89 5.63  0.100
H: -3.31 -3.45 -1.24  0.113
H: -4.06 -0.50 -1.44  0.025
H: -0.42 2.98 2.78  0.121
H: -0.85 4.44 4.23  0.086
H: 0.76 2.08 -1.95  0.020
H: 1.55 -3.98 -0.25  0.103
H: -2.06 0.07 1.79  0.025
H: 3.11 3.69 3.93  0.039
H: -2.74 1.56 2.47  0.033
H: -4.85 -0.52 0.15  0.039
H: -2.58 -4.97 0.58  0.099
H: -1.73 4.93 -3.17  0.030
H: -2.91 3.60 -3.38  0.036
H: -1.22 3.39 -3.91  0.026
H: 2.69 -2.76 -2.78  0.069
H: 2.57 2.36 4.97  0.095
H: 4.30 -3.19 -2.15  0.090
H: 3.46 0.13 -3.34  0.091
H: -0.79 -2.97 3.52  0.098
H: 3.07 -3.86 4.18  0.101
H: 0.19 -1.80 -6.48  0.085
H: -2.09 -0.65 -5.56  0.091
H: 4.74 -2.26 -0.30  0.147
H: -1.28 4.61 0.66  0.021
H: 0.77 2.63 -0.27  0.020
H: -1.57 5.56 -0.82  0.033
H: 0.03 4.40 5.79  0.093
H: 0.51 5.56 4.52  0.097
H: -1.21 1.58 1.54  -0.002
H: -0.29 -4.27 4.67  0.089
H: -5.58 1.95 -0.10  0.027
H: 0.48 -1.15 3.30  0.112
H: 1.72 -2.36 -5.77  0.070
H: 1.03 3.80 -1.58  0.040
H: 0.22 -4.34 2.96  0.077
H: -2.93 4.68 -0.05  0.018
H: -3.20 -1.16 -0.02  0.021
H: -0.14 -5.32 1.01  0.088
H: -2.81 -1.68 -2.79  0.101
H: 2.06 -0.05 -2.26  0.068
H: -0.75 0.38 -5.00  0.075
H: 0.45 -3.10 -3.92  0.098
H: 3.49 0.87 -1.70  0.100
H: 4.14 -2.17 -3.62  0.092
H: -4.60 3.29 -0.74  0.026